Entry 1:
The following is a DFT calculation (the ωB97M-V functional and the def2-TZVPD basis) of the molecule C6H9N.

```
16
Properties=species:S:1:pos:R:3
C 0.8903 2.1257 -0.7964
C 1.2404 0.8435 -0.8724
N 1.0628 -0.0381 0.2128
C 0.9480 -1.4825 0.0203
C -0.2031 -0.6736 0.4318
C -1.2447 -0.4979 1.4580
C -1.5829 -0.4392 -0.0330
H 0.4580 2.5236 0.1183
H 1.0507 2.8090 -1.6226
H 1.7196 0.4326 -1.7621
H 1.4987 -2.0875 0.7380
H 0.9427 -1.8649 -1.0024
H -1.2402 0.4519 1.9882
H -1.5830 -1.3481 2.0436
H -2.1209 -1.2823 -0.4610
H -1.8365 0.5278 -0.4610
```

Output
energy relative to the best compared isomer or geometry (same formula, charge and spin): 74.36 kcal per mole
strongest force on any atom: 0.3 eV Å⁻¹
orbital gap: 9.676 eV

Here is what natural (NBO) gives for the atomic charges, in e: atom 1 (C): -0.46, atom 2 (C): -0.01, atom 3 (N): -0.41, atom 4 (C): -0.22, atom 5 (C): 0.07, atom 6 (C): -0.41, atom 7 (C): -0.43, atom 8 (H): 0.20, atom 9 (H): 0.21, atom 10 (H): 0.18, atom 11 (H): 0.20, atom 12 (H): 0.19, atom 13 (H): 0.22, atom 14 (H): 0.22, atom 15 (H): 0.22, atom 16 (H): 0.23

Entry 2:
The following is a DFT calculation (the ωB97M-V functional and the def2-TZVPD basis) of a structure of composition C27H28N3O2PSeSiTc in a non-equilibrium geometry.

```
64
Properties=species:S:1:pos:R:3
Tc -1.0197 -1.8028 -0.7043
O -4.1303 -2.4264 -3.1466
C -3.3720 -1.8228 -2.4810
O -2.2655 -2.4989 -1.8988
C -3.4559 -0.3649 -2.0888
P -1.8161 0.2036 -1.5493
C -1.0187 0.8354 -3.0338
C -0.7423 2.1931 -3.1681
C -0.2066 2.6735 -4.3582
C 0.0386 1.8059 -5.4105
C -0.2420 0.4483 -5.2791
C -0.7592 -0.0414 -4.0922
C -1.9205 1.4699 -0.2935
C -0.7318 2.0253 0.1901
C -0.7725 2.9437 1.2237
C -1.9920 3.2974 1.7940
C -3.1710 2.7364 1.3282
C -3.1394 1.8201 0.2860
H -4.1590 -0.3171 -1.2533
H -3.8591 0.2258 -2.9096
H -0.9674 2.8861 -2.3683
H -0.0040 3.7309 -4.4644
H 0.4366 2.1879 -6.3416
H -0.0730 -0.2232 -6.1115
H -0.9862 -1.0997 -4.0113
H 0.2218 1.7386 -0.2405
H 0.1440 3.3923 1.5838
H -2.0203 4.0181 2.6006
H -4.1192 3.0166 1.7667
H -4.0720 1.4106 -0.0786
N 3.2063 -0.1343 9.0810
C 2.5734 -0.2715 8.1333
C 1.7850 -0.4396 6.9388
C 0.4162 -0.6597 7.0275
C -0.3336 -0.8386 5.8759
C 0.2966 -0.7911 4.6447
C 1.6596 -0.5564 4.5426
C 2.4052 -0.3827 5.6941
N -0.4823 -1.0026 3.4423
C -1.8569 -1.1067 3.3605
C -2.1552 -1.3324 2.0619
N -0.9682 -1.3723 1.3417
C 0.0123 -1.1737 2.2098
H -0.0634 -0.6959 7.9957
H -1.3934 -1.0234 5.9689
H 2.1591 -0.4935 3.5869
H 3.4684 -0.1990 5.6291
H -2.5024 -0.9980 4.2115
H -3.1210 -1.4741 1.6053
H 1.0561 -1.1560 1.9576
C 4.3062 -1.9926 -1.7149
Si 3.1047 -1.3027 -2.9038
C 3.0799 0.5021 -3.1540
C 2.4411 -2.3954 -4.2053
Se 1.1300 -1.5340 -1.2746
H 5.2828 -2.0700 -2.2066
H 4.0191 -2.9921 -1.3877
H 4.4218 -1.3420 -0.8473
H 3.9314 0.7866 -3.7845
H 3.1779 1.0322 -2.2066
H 2.1662 0.8152 -3.6563
H 3.2194 -2.5733 -4.9565
H 1.5885 -1.9329 -4.7026
H 2.1439 -3.3620 -3.7986
```

Output
total charge: +2
energy relative to the best compared isomer or geometry (same formula, charge and spin): 11.42 kcal per mole
strongest force on any atom: 1.1 eV Å⁻¹
orbital gap (spin up / spin down): 6.481 / 6.393 eV
multiplicity: 2
expectation value of S²: 0.76

Here is what natural (NBO) gives for the atomic charges, in e: atom 1 (Tc): 0.77, atom 2 (O): -0.43, atom 3 (C): 0.79, atom 4 (O): -0.64, atom 5 (C): -0.87, atom 6 (P): 1.28, atom 7 (C): -0.33, atom 8 (C): -0.20, atom 9 (C): -0.19, atom 10 (C): -0.17, atom 11 (C): -0.20, atom 12 (C): -0.24, atom 13 (C): -0.45, atom 14 (C): -0.14, atom 15 (C): -0.22, atom 16 (C): -0.16, atom 17 (C): -0.19, atom 18 (C): -0.18, atom 19 (H): 0.29, atom 20 (H): 0.30, atom 21 (H): 0.24, atom 22 (H): 0.24, atom 23 (H): 0.24, atom 24 (H): 0.24, atom 25 (H): 0.23, atom 26 (H): 0.21, atom 27 (H): 0.24, atom 28 (H): 0.24, atom 29 (H): 0.24, atom 30 (H): 0.22, atom 31 (N): -0.22, atom 32 (C): 0.24, atom 33 (C): -0.14, atom 34 (C): -0.13, atom 35 (C): -0.23, atom 36 (C): 0.22, atom 37 (C): -0.26, atom 38 (C): -0.12, atom 39 (N): -0.32, atom 40 (C): -0.04, atom 41 (C): -0.08, atom 42 (N): -0.52, atom 43 (C): 0.24, atom 44 (H): 0.25, atom 45 (H): 0.23, atom 46 (H): 0.22, atom 47 (H): 0.25, atom 48 (H): 0.26, atom 49 (H): 0.24, atom 50 (H): 0.24, atom 51 (C): -1.19, atom 52 (Si): 1.80, atom 53 (C): -1.20, atom 54 (C): -1.19, atom 55 (Se): -0.19, atom 56 (H): 0.29, atom 57 (H): 0.28, atom 58 (H): 0.27, atom 59 (H): 0.29, atom 60 (H): 0.27, atom 61 (H): 0.27, atom 62 (H): 0.29, atom 63 (H): 0.27, atom 64 (H): 0.28

Entry 3:
The following is a DFT calculation (the ωB97M-V functional and the def2-TZVPD basis) of the molecule C3H5ClF2 in a non-equilibrium geometry.

```
11
Properties=species:S:1:pos:R:3
C 1.1906 -0.7714 0.5552
C 0.4200 0.6124 0.4420
C -0.7060 0.6691 -0.5553
H 2.0320 -0.5190 1.1640
H 0.3988 -1.4461 0.9276
H 0.3698 0.8816 1.5171
H -0.2031 0.2548 -1.5179
H -1.1521 1.6748 -0.7102
F 1.6145 -1.3414 -0.5489
F 1.4820 1.4581 -0.0637
Cl -2.0436 -0.2916 0.0872
```

Output
energy relative to the best compared isomer or geometry (same formula, charge and spin): 18.96 kcal per mole
strongest force on any atom: 4.0 eV Å⁻¹
orbital gap: 11.972 eV

Here is what natural (NBO) gives for the atomic charges, in e: atom 1 (C): 0.04, atom 2 (C): 0.15, atom 3 (C): -0.43, atom 4 (H): 0.17, atom 5 (H): 0.16, atom 6 (H): 0.19, atom 7 (H): 0.25, atom 8 (H): 0.24, atom 9 (F): -0.34, atom 10 (F): -0.39, atom 11 (Cl): -0.04

Entry 4:
The following is a DFT calculation (the ωB97M-V functional and the def2-TZVPD basis) of a structure of composition C39H43CdClP2Si2 in a non-equilibrium geometry.

```
88
Properties=species:S:1:pos:R:3
C -2.8276 -1.5437 3.3806
C -1.8991 -2.0280 2.4603
C -0.6366 -1.3192 2.6273
H -2.0548 -2.8561 1.7613
C -0.8840 -0.3569 3.7088
C -2.2057 -0.4928 4.1475
H -2.6763 0.0669 4.9485
H -3.8428 -1.9104 3.5494
H 0.2933 -1.9154 2.6004
H -0.1367 0.3272 4.1047
Cd 0.2139 -0.3200 0.7877
Si 0.7330 0.6473 -4.0927
C 0.4650 -1.1553 -3.6654
C 0.8339 -2.1636 -4.5733
H 1.1081 -1.8963 -5.5963
C 0.9128 -3.4986 -4.1651
H 1.2645 -4.2643 -4.8547
C 0.5778 -3.8646 -2.8597
H 0.7083 -4.8941 -2.5143
C 0.0622 -2.8958 -2.0034
H -0.2134 -3.1709 -0.9797
C -0.0668 -1.5756 -2.4347
H -0.5593 -0.8488 -1.7739
C 2.3361 -0.0993 1.1878
C 2.7759 -1.1982 1.9994
H 3.0342 -2.1467 1.5207
C 2.9264 -1.0147 3.3655
H 3.3153 -1.8426 3.9663
C 2.6544 0.2187 3.9565
H 2.7576 0.3280 5.0334
C 2.2555 1.3063 3.1797
H 2.0204 2.2654 3.6536
C 2.1119 1.1856 1.8058
H 1.9180 2.0538 1.1769
H -0.5521 1.3597 -3.9740
Si 2.8647 -0.0729 -0.5914
C 4.5337 0.7801 -0.3190
C 5.6947 0.0050 -0.1719
H 5.6883 -1.0594 -0.4386
C 6.8892 0.5707 0.2955
H 7.7692 -0.0582 0.4179
C 6.9389 1.9278 0.6314
H 7.8487 2.3590 1.0479
C 5.7951 2.7148 0.4717
H 5.8088 3.7663 0.7506
C 4.6098 2.1533 -0.0252
H 3.7457 2.8016 -0.1801
C 3.3751 -1.5314 -1.6751
C 3.4429 -2.8561 -1.1965
H 3.0311 -3.1145 -0.2165
C 4.0009 -3.8762 -1.9770
H 4.0706 -4.8926 -1.5780
C 4.4368 -3.6156 -3.2782
H 4.8185 -4.4250 -3.9091
C 4.3514 -2.3182 -3.7801
H 4.6498 -2.0946 -4.8104
C 3.8624 -1.2870 -2.9761
H 3.8360 -0.2686 -3.3773
H 1.4501 1.0150 -5.2732
Cl 1.8444 1.3810 -2.2058
C -5.5295 0.6347 3.4083
P -4.8798 0.2619 1.7258
C -6.2504 -0.8053 1.1310
C -5.3340 1.8247 0.8846
C -6.6356 2.3223 0.9291
C -6.9670 3.4891 0.2369
C -5.9855 4.1662 -0.4905
C -4.6732 3.6752 -0.5403
C -4.3276 2.5068 0.1492
P -2.6645 1.6711 0.0393
C -2.7869 1.1570 -1.7284
C -1.5612 3.1431 -0.1006
H -5.1822 -0.1361 4.1039
H -6.6241 0.6507 3.3788
H -5.1442 1.6109 3.7234
H -7.2076 -0.4396 1.5144
H -6.2590 -0.8013 0.0362
H -6.0683 -1.8241 1.4897
H -7.4074 1.8035 1.4945
H -7.9920 3.8655 0.2629
H -6.2342 5.0811 -1.0330
H -3.9321 4.2171 -1.1326
H -2.5269 1.9786 -2.4065
H -2.1076 0.3178 -1.9111
H -3.8129 0.8226 -1.9276
H -2.0388 3.9794 -0.6193
H -1.3184 3.4623 0.9217
H -0.6290 2.8733 -0.6103
```

Output
strongest force on any atom: 3.6 eV Å⁻¹
orbital gap (spin up / spin down): 4.627 / 5.071 eV

Here is what Löwdin gives for the atomic charges, in e: atom 1 (C): -0.21, atom 2 (C): -0.20, atom 3 (C): -0.40, atom 4 (H): 0.08, atom 5 (C): -0.17, atom 6 (C): -0.15, atom 7 (H): 0.08, atom 8 (H): 0.07, atom 9 (H): 0.06, atom 10 (H): 0.06, atom 11 (Cd): 1.27, atom 12 (Si): 0.56, atom 13 (C): -0.38, atom 14 (C): -0.12, atom 15 (H): 0.10, atom 16 (C): -0.08, atom 17 (H): 0.11, atom 18 (C): -0.08, atom 19 (H): 0.11, atom 20 (C): -0.10, atom 21 (H): 0.10, atom 22 (C): -0.17, atom 23 (H): 0.00, atom 24 (C): -0.55, atom 25 (C): -0.13, atom 26 (H): 0.09, atom 27 (C): -0.08, atom 28 (H): 0.11, atom 29 (C): -0.09, atom 30 (H): 0.11, atom 31 (C): -0.09, atom 32 (H): 0.12, atom 33 (C): -0.19, atom 34 (H): 0.09, atom 35 (H): -0.07, atom 36 (Si): 0.46, atom 37 (C): -0.28, atom 38 (C): -0.08, atom 39 (H): 0.10, atom 40 (C): -0.08, atom 41 (H): 0.10, atom 42 (C): -0.09, atom 43 (H): 0.10, atom 44 (C): -0.09, atom 45 (H): 0.10, atom 46 (C): -0.12, atom 47 (H): 0.08, atom 48 (C): -0.30, atom 49 (C): -0.10, atom 50 (H): 0.09, atom 51 (C): -0.09, atom 52 (H): 0.11, atom 53 (C): -0.09, atom 54 (H): 0.11, atom 55 (C): -0.09, atom 56 (H): 0.11, atom 57 (C): -0.12, atom 58 (H): 0.09, atom 59 (H): -0.07, atom 60 (Cl): 0.31, atom 61 (C): -0.28, atom 62 (P): 0.87, atom 63 (C): -0.30, atom 64 (C): -0.42, atom 65 (C): -0.10, atom 66 (C): -0.08, atom 67 (C): -0.09, atom 68 (C): -0.10, atom 69 (C): -0.39, atom 70 (P): 0.83, atom 71 (C): -0.29, atom 72 (C): -0.32, atom 73 (H): 0.02, atom 74 (H): 0.03, atom 75 (H): 0.05, atom 76 (H): 0.02, atom 77 (H): 0.04, atom 78 (H): 0.03, atom 79 (H): 0.09, atom 80 (H): 0.10, atom 81 (H): 0.10, atom 82 (H): 0.09, atom 83 (H): 0.03, atom 84 (H): -0.02, atom 85 (H): 0.04, atom 86 (H): 0.01, atom 87 (H): 0.03, atom 88 (H): 0.00

What is the strongest force on any atom in the first record?
0.3 eV Å⁻¹

What did the third record say?
The following is a DFT calculation (the ωB97M-V functional and the def2-TZVPD basis) of the molecule C3H5ClF2 in a non-equilibrium geometry.

```
11
Properties=species:S:1:pos:R:3
C 1.1906 -0.7714 0.5552
C 0.4200 0.6124 0.4420
C -0.7060 0.6691 -0.5553
H 2.0320 -0.5190 1.1640
H 0.3988 -1.4461 0.9276
H 0.3698 0.8816 1.5171
H -0.2031 0.2548 -1.5179
H -1.1521 1.6748 -0.7102
F 1.6145 -1.3414 -0.5489
F 1.4820 1.4581 -0.0637
Cl -2.0436 -0.2916 0.0872
```

Output
energy relative to the best compared isomer or geometry (same formula, charge and spin): 18.96 kcal per mole
strongest force on any atom: 4.0 eV Å⁻¹
orbital gap: 11.972 eV

Here is what natural (NBO) gives for the atomic charges, in e: atom 1 (C): 0.04, atom 2 (C): 0.15, atom 3 (C): -0.43, atom 4 (H): 0.17, atom 5 (H): 0.16, atom 6 (H): 0.19, atom 7 (H): 0.25, atom 8 (H): 0.24, atom 9 (F): -0.34, atom 10 (F): -0.39, atom 11 (Cl): -0.04

Which of these has the lowest strongest force on any atom?
C6H9N